Entry 1:
Here is C4H4EuO as an isolated structure from OMol25. Energies are from ωB97M-V with the def2-TZVPD basis set.

Results
DFT total energy	-940.0123	Eh
E_HOMO (alpha / beta)	-0.369 / -0.439	hartree
molar mass	220.04	g/mol
ΔE to the lowest compared entry with this formula, charge and spin	0.0	kJ/mol
net charge	+1
multiplicity	9

Positions of all 10 atoms, in Å:
H -1.14 -0.26 1.13
C -1.30 -0.90 -1.53
C -0.42 -0.06 -0.97
C -0.30 0.07 0.49
C 0.82 0.31 1.13
O 1.80 0.55 1.74
Eu 3.66 2.19 3.16
H -1.76 -1.72 -0.97
H -1.48 -0.86 -2.61
H 0.11 0.67 -1.57

Atomic partial charges in e from the Mulliken method, atoms 1 to 4:
1 H 0.344
2 C -0.723
3 C 0.000
4 C -0.641



Entry 2:
Here is C4H4EuO5 as an isolated structure from OMol25. Energies are from ωB97M-V with the def2-TZVPD basis set.

Results
DFT total energy	-1241.2502	Eh
E_HOMO (alpha / beta)	-0.282 / -0.288	hartree
molar mass	284.04	g/mol
ΔE to the lowest compared entry with this formula, charge and spin	144.1	kJ/mol
multiplicity	8

Positions of all 14 atoms, in Å:
O -0.77 -0.02 0.42
C -1.18 1.08 1.66
O -1.23 2.26 1.40
O -1.18 0.44 2.74
H -0.11 -2.64 -3.61
O -0.72 -2.19 -1.69
C -0.13 -1.77 -2.95
C 1.27 -1.30 -2.53
O 1.29 -1.58 -1.11
C 0.03 -1.75 -0.67
H -0.74 -0.98 -3.39
H 1.43 -0.22 -2.69
H 2.08 -1.87 -2.99
Eu -0.70 -1.75 1.95

Atomic partial charges in e from the Mulliken method, atoms 1 to 4:
1 O -0.840
2 C 0.743
3 O -0.538
4 O -0.712



Entry 3:
Here is C4H4F2O as an isolated structure from OMol25. Energies are from ωB97M-V with the def2-TZVPD basis set.

Results
DFT total energy	-429.6413	Eh
E_HOMO	-0.330	hartree
molar mass	106.07	g/mol
ΔE to the lowest compared entry with this formula, charge and spin	347.4	kJ/mol

Positions of all 11 atoms, in Å:
C 1.73 -0.60 0.27
C -0.96 -0.28 -0.66
C -0.83 0.53 0.62
C 0.21 0.54 -0.42
O 2.76 -0.18 0.55
F -1.65 1.59 0.82
F 0.65 1.54 -1.12
H 1.28 -1.69 0.37
H -0.84 -1.51 -0.49
H -1.55 0.04 -1.47
H -0.79 0.01 1.52

Atomic partial charges in e from the Mulliken method, atoms 1 to 4:
1 C 0.137
2 C -0.665
3 C -0.101
4 C 0.516



Entry 4:
Here is an isolated molecule of C4H4FNO2 from OMol25. Energies are from ωB97M-V with the def2-TZVPD basis set.

Results
DFT total energy	-459.8968	Eh
E_HOMO	-0.350	hartree
molar mass	117.08	g/mol
ΔE to the lowest compared entry with this formula, charge and spin	4.9	kJ/mol
SMILES	OCc1ocnc1F

Positions of all 12 atoms, in Å:
O -0.67 -2.03 -0.97
C 0.44 -1.42 -0.33
C 0.16 -0.03 0.13
O -0.03 0.95 -0.83
C -0.29 2.06 -0.12
N -0.31 1.91 1.16
C -0.02 0.58 1.32
F 0.05 0.04 2.51
H -0.84 -1.53 -1.79
H 0.70 -2.04 0.56
H 1.30 -1.44 -0.97
H -0.49 2.96 -0.68

Atomic partial charges in e from the Mulliken method, atoms 1 to 4:
1 O -0.500
2 C -0.517
3 C 0.476
4 O -0.348